CH2N2O3 | ωB97M-V/def2-TZVPD

Last columns: bonded neighbours and bond lengths (Å).
Atoms and positions in Å:
1 O -1.34 2.47 0.50  N2 1.188
2 N -1.47 1.33 0.20  O1 1.188, N3 1.142
3 N -1.25 0.44 -0.48  N2 1.142, O4 1.193
4 O -1.36 -0.72 -0.76  N3 1.193
5 C 1.40 -0.82 0.20  O6 1.196, H7 1.151, H8 1.097
6 O 1.13 0.03 -0.60  C5 1.196
7 H 1.32 -1.84 -0.33  C5 1.151
8 H 1.57 -0.89 1.28  C5 1.097

Computed properties:
HOMO-LUMO gap (eV): 9.6
HOMO level (eV): -9.925
Energy above the lowest of the compared OMol25 structures with the same formula, charge and spin (kcal/mol): 117.22
Charge: 0
SMILES: O=NN=O.C=O